17
Properties=species:S:1:pos:R:3:forces:R:3:nbo_charge:R:1 method="wB97M-V/def2-TZVPD" energy_ev=-19377.9393 homo_lumo_gap_ev=5.53 fmax_ha_per_bohr=0.156
F 4.20623 -0.54115 -0.37996 -3.8 0.8 -0.8 -0.644
Nb 2.13049 -0.16281 -0.79271 8.0 -0.8 -0.1 1.936
C -0.09028 0.23532 -1.24682 -0.8 -0.8 -0.3 0.248
F -0.47563 1.60754 -0.75931 -0.1 -2.8 -1.3 -0.417
F -0.38207 0.05251 -2.68797 -0.2 0.9 3.8 -0.364
C -0.94292 -0.81290 -0.26418 1.3 -0.3 0.0 0.464
F -2.40319 -0.56460 -0.26968 2.1 -0.7 0.4 -0.420
F -0.65627 -2.23832 -0.55014 -1.6 4.3 0.6 -0.334
H 1.90735 0.74644 0.79301 -1.2 -0.1 0.2 -0.432
H 2.50525 1.41411 -1.61573 -0.7 0.7 0.2 -0.410
H 2.20613 -1.11561 -2.33176 -1.1 -0.3 -0.1 -0.366
H 1.75033 -1.67571 0.12861 -1.0 0.1 0.6 -0.409
H -0.54271 -0.57914 0.83642 -0.9 -0.8 -2.4 0.166
O -2.11073 0.80342 2.32335 -0.4 0.4 0.5 -0.771
H -1.89207 1.70330 1.97067 0.1 -0.5 -0.1 0.590
H -2.61524 0.26724 1.65990 0.2 -0.1 -0.5 0.595
H -2.59470 0.86036 3.18628 0.4 0.0 -0.6 0.571



17
Properties=species:S:1:pos:R:3:forces:R:3:nbo_charge:R:1 method="wB97M-V/def2-TZVPD" de_lowest_kj_mol=47.9 charge=-1 energy_ev=-20364.9642 homo_lumo_gap_ev=8.45 fmax_ha_per_bohr=0.124
I 1.29361 0.72117 -1.20559 -0.1 0.0 0.1 -0.932
C 1.47535 -3.46252 0.18890 2.6 -2.9 2.2 0.750
O 1.76924 -4.60469 0.60827 -0.5 0.5 -0.4 -0.744
N 0.71434 -3.21978 -0.82206 -2.9 -0.1 -3.2 -0.829
N 2.04223 -2.38411 0.68975 0.6 1.0 1.3 -0.849
H 0.47011 -4.00717 -1.40556 -0.2 0.4 0.2 0.397
H 0.52632 -2.26795 -1.10268 0.0 -0.1 -0.3 0.416
H 1.73841 -1.50559 0.29480 0.8 0.6 0.5 0.418
H 2.74211 -2.57492 1.39251 -0.3 0.7 -0.1 0.402
C -2.01060 3.19579 0.36254 -1.9 0.1 -3.2 0.754
O -3.04784 3.67267 0.74622 -2.0 1.4 0.7 -0.710
N -1.70910 3.03068 -0.94733 -0.2 0.6 -1.3 -0.865
N -1.13633 2.68093 1.12732 4.1 -2.1 4.4 -0.821
H -2.37185 3.37683 -1.62633 0.3 -0.2 0.2 0.389
H -0.85774 2.56478 -1.22703 -0.1 0.0 -0.2 0.417
H -1.30122 2.62876 2.12240 -0.2 0.2 -0.4 0.389
H -0.33700 2.15508 0.80383 0.0 0.0 -0.3 0.417



17
Properties=species:S:1:pos:R:3:forces:R:3:nbo_charge:R:1 method="wB97M-V/def2-TZVPD" de_lowest_kj_mol=267.8 charge=-1 energy_ev=-20362.6856 homo_lumo_gap_ev=7.29 fmax_ha_per_bohr=0.170
I 0.50974 0.11192 -0.53073 -0.1 -0.3 0.0 -0.948
C -1.62521 -2.47009 -3.76020 -0.7 4.9 -5.4 0.743
O -2.37362 -2.65505 -4.72373 0.7 -0.6 -0.9 -0.712
N -1.81974 -3.04358 -2.65107 -1.0 -3.8 4.6 -0.851
N -0.68115 -1.51073 -3.67558 0.2 -0.4 -0.3 -0.838
H -1.88800 -4.02055 -2.89801 -0.5 -0.3 1.7 0.400
H -1.50350 -2.58441 -1.80890 0.3 -1.0 0.3 0.414
H -0.29590 -1.55041 -2.74278 1.1 1.5 -0.4 0.415
H -0.52602 -0.83705 -4.41191 0.0 -0.1 0.6 0.406
C 1.42153 2.66571 2.98475 1.6 3.1 -4.4 0.723
O 1.77542 3.45022 2.12383 0.6 0.4 -1.2 -0.678
N 1.27732 2.99962 4.18972 -0.6 2.7 8.3 -0.814
N 1.06949 1.45362 2.87430 -1.4 -6.0 -2.0 -0.824
H 0.75826 2.32087 4.72820 0.3 0.8 0.6 0.364
H 1.82075 3.71909 4.64485 -0.4 -0.1 -0.3 0.390
H 1.15034 0.88497 3.70508 -0.2 -0.4 -0.9 0.366
H 0.93026 1.06581 1.95217 0.1 -0.6 -0.2 0.444



11
Properties=species:S:1:pos:R:3:forces:R:3:nbo_charge:R:1 method="wB97M-V/def2-TZVPD" de_lowest_kj_mol=611.1 charge=+1 energy_ev=-3680.8318 homo_lumo_gap_ev=5.41 fmax_ha_per_bohr=0.081
C -2.22124 0.25306 -0.16796 2.1 0.3 -1.2 -0.842
N 0.80719 -0.54881 0.37771 2.6 2.8 -1.6 0.174
C 2.09440 -0.01924 -0.04785 -2.5 -2.7 -0.5 -0.575
H -1.34518 0.16945 -0.88702 -1.3 1.0 0.2 0.187
H -2.01661 1.00548 0.58377 0.0 0.3 0.0 0.212
H -2.04256 -0.69539 0.26399 -1.0 -1.2 0.9 0.200
H 0.76289 -1.15117 1.18049 0.6 -1.1 1.1 0.370
H -3.17095 0.43844 -0.65470 0.0 -0.4 0.0 0.248
H 1.90777 0.13655 -1.12535 0.1 0.6 0.0 0.321
H 3.01514 -0.59319 0.10674 -0.2 0.0 0.9 0.295
H 2.20916 1.00483 0.37020 -0.4 0.4 0.1 0.410



12
Properties=species:S:1:pos:R:3:forces:R:3:nbo_charge:R:1 method="wB97M-V/def2-TZVPD" de_lowest_kj_mol=54.9 energy_ev=-5183.1686 homo_lumo_gap_ev=9.16 fmax_ha_per_bohr=0.023 smiles="C=CN.N"
C 1.97768 -1.72866 -0.09278 -0.6 0.6 -0.1 -0.500
C 1.72622 -0.42186 0.01473 0.3 -0.3 0.6 0.003
N 0.79111 0.11274 0.90241 -1.1 0.5 0.2 -0.837
H 1.30932 -2.44167 0.37707 0.3 -0.1 0.1 0.191
H 2.81779 -2.04843 -0.67406 0.0 -0.3 -0.3 0.203
H 2.36258 0.28822 -0.49870 0.1 0.1 0.1 0.184
H -0.16497 -0.22079 0.87579 0.3 -0.6 -0.1 0.375
H 0.69388 1.11091 1.01031 0.6 0.1 -0.4 0.380
N -2.69893 1.48659 -0.33668 0.5 -0.4 0.1 -1.076
H -3.19739 0.83501 0.25642 -0.3 0.2 0.0 0.357
H -2.27328 0.90616 -1.05100 0.0 0.2 -0.1 0.357
H -3.34401 2.12179 -0.78350 -0.2 -0.1 0.0 0.363



12
Properties=species:S:1:pos:R:3:forces:R:3:nbo_charge:R:1 method="wB97M-V/def2-TZVPD" de_lowest_kj_mol=248.7 energy_ev=-5181.1607 homo_lumo_gap_ev=9.25 fmax_ha_per_bohr=0.150
C -0.29522 -0.85222 -0.36735 2.7 -2.4 4.6 -0.089
C 0.79265 0.09740 -0.17621 -0.6 4.6 -6.1 -0.209
N -1.58910 -0.44328 -0.19996 -1.2 0.4 0.2 -0.851
N 0.56142 1.08809 0.85081 0.1 -0.5 0.2 -0.866
H 1.04810 1.94818 0.62040 0.0 -0.3 0.3 0.377
H 0.86492 0.72956 1.75111 0.1 0.2 0.1 0.359
H -2.20363 -0.49551 -0.99874 0.1 0.1 0.2 0.383
H -1.69881 0.34623 0.42874 -0.1 -0.1 -0.5 0.398
H -0.14216 -1.58295 -1.15668 0.1 0.0 0.3 0.216
H 0.30270 -1.30814 0.86717 -2.3 -0.9 -2.1 0.009
H 1.78650 -0.32198 -0.32373 -0.1 -0.2 0.4 0.195
H 0.57263 0.79464 -1.29558 1.2 -1.0 2.6 0.079



12
Properties=species:S:1:pos:R:3:forces:R:3:lowdin_spin:R:1 method="wB97M-V/def2-TZVPD" de_lowest_kj_mol=739.8 charge=+1 energy_ev=-5168.3001 homo_lumo_gap_ev="7.01 / 7.12" fmax_ha_per_bohr=0.098 spin_multiplicity=2
N -2.02460 0.03914 -0.07982 2.0 -2.9 -0.1 0.038
C -0.73172 -0.24421 0.36397 -1.0 4.8 1.2 0.009
C 0.51044 0.36249 -0.29236 2.5 -2.9 -1.5 0.080
N 1.79871 0.47165 0.44767 -1.9 1.6 1.1 0.826
H -2.02696 -0.14436 -1.10280 -0.3 1.2 -0.3 0.001
H -0.70561 -0.09963 1.43384 -0.1 -0.9 0.5 0.000
H 1.88907 -2.02563 -1.47527 0.3 -0.3 0.1 0.000
H -1.21630 -1.21958 -0.05682 -0.7 -1.0 0.1 -0.003
H 0.13996 1.19714 -0.87848 0.6 0.5 0.0 0.019
H 1.03620 -0.37259 -0.92282 -1.6 0.0 -1.2 0.004
H 2.42634 -2.38586 -1.09099 -0.3 0.2 -0.1 0.000
H 1.56278 0.89283 1.36000 0.5 -0.2 0.2 0.026



13
Properties=species:S:1:pos:R:3:forces:R:3:nbo_charge:R:1 method="wB97M-V/def2-TZVPD" de_lowest_kj_mol=225.2 energy_ev=-7229.9938 homo_lumo_gap_ev=10.62 fmax_ha_per_bohr=0.032 smiles="[H]/N=C/N.CO"
H -3.16911 -1.04533 -3.46092 -0.4 0.3 0.1 0.334
N -2.82036 -1.34688 -2.55530 0.2 0.2 0.3 -0.598
C -2.85735 -2.60372 -2.55058 0.3 -0.6 -1.1 0.271
N -2.28676 -3.39664 -1.55940 0.1 -0.2 1.6 -0.901
H -3.26955 -3.13568 -3.41528 0.1 -0.2 -0.1 0.117
H -1.62362 -4.12017 -1.77822 -0.2 0.0 -0.7 0.386
H -2.81901 -3.67614 -0.74505 -0.1 0.5 -0.2 0.390
C 2.86304 3.44643 2.69149 -0.2 -0.4 -0.6 -0.254
O 4.02012 2.82490 2.11288 -0.2 0.2 1.0 -0.712
H 2.52261 4.15271 1.94752 -0.2 0.2 0.0 0.184
H 3.01685 3.96313 3.63769 0.5 0.1 0.0 0.162
H 2.08762 2.69503 2.86292 -0.1 0.1 -0.1 0.161
H 4.33552 2.24237 2.81228 0.3 -0.1 -0.3 0.458



13
Properties=species:S:1:pos:R:3:forces:R:3:nbo_charge:R:1 method="wB97M-V/def2-TZVPD" de_lowest_kj_mol=234.3 energy_ev=-7229.8994 homo_lumo_gap_ev=8.94 fmax_ha_per_bohr=0.052 smiles="C=O.NCN"
C -1.18868 0.98092 1.71923 0.1 0.0 -0.2 0.277
O -1.13614 1.13573 0.52958 -0.1 0.4 0.2 -0.502
H -0.87131 1.75723 2.44361 0.0 0.0 -0.1 0.110
H -1.54119 0.03013 2.12339 -0.1 -0.3 0.3 0.113
N 0.14682 -0.08615 -1.67119 1.1 -1.3 -0.3 -0.889
C 0.51461 -1.17569 -0.71832 -1.9 1.0 -1.6 -0.046
N 1.50392 -0.78756 0.24308 0.3 -0.7 -0.2 -0.842
H -0.83288 -0.07305 -1.88331 0.0 0.7 0.2 0.371
H 0.64720 0.77150 -1.53962 -0.5 0.3 0.1 0.364
H 0.76882 -2.02789 -1.37181 0.6 0.0 0.9 0.176
H -0.46442 -1.40408 -0.26902 0.5 -0.4 0.5 0.151
H 1.39315 0.18333 0.49323 0.0 0.1 0.0 0.357
H 2.42758 -0.92748 -0.14751 0.0 0.2 0.1 0.362